# 1
# C20H25FN2O4S

C20H25FN2O4S in the gas phase at a distorted geometry (ωB97M-V with the def2-TZVPD basis set, OMol25).

Positions of all 53 atoms, in Å:
1 C 3.969 2.978 0.952
2 C 4.668 1.690 0.522
3 C 5.435 1.921 -0.778
4 C 3.634 0.569 0.375
5 C 4.262 -0.805 0.133
6 N 3.255 -1.840 0.116
7 C 2.858 -2.457 -1.009
8 O 3.395 -2.339 -2.089
9 C 1.653 -3.387 -0.803
10 O 0.824 -3.022 0.279
11 C 0.104 -1.862 0.181
12 C 0.185 -0.954 -0.870
13 C -0.582 0.196 -0.853
14 C -1.459 0.457 0.195
15 N -2.240 1.626 0.146
16 C -2.755 2.173 1.380
17 S -3.349 1.695 -1.122
18 O -2.679 1.405 -2.349
19 O -4.057 2.932 -0.999
20 C -4.439 0.332 -0.710
21 C -4.044 -0.953 -1.035
22 C -4.813 -2.026 -0.619
23 C -5.959 -1.773 0.117
24 F -6.706 -2.811 0.530
25 C -6.364 -0.489 0.444
26 C -5.584 0.576 0.025
27 C -1.531 -0.450 1.250
28 C -0.754 -1.590 1.245
29 H 3.444 2.839 1.895
30 H 3.246 3.285 0.199
31 H 4.693 3.780 1.079
32 H 5.381 1.403 1.304
33 H 4.745 2.143 -1.589
34 H 6.020 1.047 -1.051
35 H 6.116 2.762 -0.667
36 H 2.958 0.802 -0.451
37 H 3.033 0.519 1.288
38 H 4.754 -0.844 -0.840
39 H 4.993 -1.029 0.916
40 H 2.709 -1.977 0.955
41 H 1.092 -3.449 -1.742
42 H 2.025 -4.386 -0.556
43 H 0.851 -1.123 -1.701
44 H -0.523 0.895 -1.670
45 H -1.934 2.308 2.082
46 H -3.528 1.545 1.837
47 H -3.189 3.140 1.136
48 H -3.150 -1.095 -1.620
49 H -4.539 -3.042 -0.855
50 H -7.268 -0.339 1.012
51 H -5.856 1.596 0.243
52 H -2.193 -0.275 2.083
53 H -0.806 -2.296 2.059

Properties
Gap between HOMO and LUMO (eV): 9.1
SMILES: CC(C)CCNC(=O)COc1ccc(N(C)S(=O)(=O)c2ccc(F)cc2)cc1
LUMO level (eV): 0.524
Energy (eV): -45868.743
Energy above the lowest of the compared OMol25 structures with the same formula, charge and spin (kJ/mol): 0.0
E_HOMO (eV): -8.5
Molar mass (g/mol): 408.5



# 2
# C5H9N2

C5H9N2 in the gas phase at a distorted geometry (ωB97M-V with the def2-TZVPD basis set, OMol25).

Positions of all 16 atoms, in Å:
1 C 2.305 0.131 -0.453
2 C 0.982 -0.504 -0.963
3 C -0.221 -0.156 -0.162
4 C -1.186 0.718 -0.510
5 N -2.209 0.679 0.429
6 C -1.946 -0.378 1.321
7 N -0.642 -0.797 1.013
8 H 2.714 -0.476 0.347
9 H 2.086 1.114 -0.054
10 H 2.985 0.278 -1.286
11 H 1.150 -1.556 -1.029
12 H 0.782 -0.163 -1.970
13 H -1.201 1.603 -1.126
14 H -3.085 1.155 0.411
15 H -2.444 -0.516 2.261
16 H -0.071 -1.133 1.770

Properties
Gap between HOMO and LUMO (spin up / spin down) (eV): 5.6 / 9.1
Multiplicity: 2
Expectation value of S²: 0.7554
LUMO level (spin up / spin down) (eV): 1.106 / 1.064
Energy (eV): -8308.693
Energy above the lowest of the compared OMol25 structures with the same formula, charge and spin (kJ/mol): 0.0
E_HOMO (spin up / spin down) (eV): -4.4 / -8.0
Molar mass (g/mol): 97.1



# 3
# C37H29F3MgN3O6Sb

A molecular structure, C37H29F3MgN3O6Sb at a distorted geometry (ωB97M-V with the def2-TZVPD basis set, OMol25).

Positions of all 80 atoms, in Å:
1 Mg 0.483 -0.656 -0.796
2 O 1.900 -2.968 2.479
3 C 1.406 -2.428 1.395
4 O 1.476 -1.240 1.108
5 C 0.688 -3.355 0.490
6 C 0.620 -4.743 0.605
7 C -0.101 -5.438 -0.355
8 C -0.738 -4.739 -1.381
9 C -0.612 -3.354 -1.408
10 N 0.088 -2.701 -0.493
11 C -1.162 -2.394 -2.416
12 O -2.051 -2.773 -3.293
13 O -0.774 -1.242 -2.376
14 H 2.365 -2.337 3.057
15 H 1.138 -5.241 1.408
16 H -0.166 -6.514 -0.314
17 H -1.285 -5.277 -2.139
18 H -2.322 -3.703 -3.250
19 O 6.622 0.833 -3.312
20 C 6.493 -0.372 -2.604
21 C 5.060 -0.577 -2.216
22 C 4.588 -1.781 -1.693
23 C 3.247 -1.890 -1.382
24 N 2.360 -0.920 -1.588
25 C 2.793 0.232 -2.115
26 C 4.136 0.444 -2.402
27 C 1.772 1.243 -2.429
28 C 1.990 2.219 -3.396
29 C 0.964 3.101 -3.725
30 C 1.178 4.129 -4.807
31 O 2.505 4.562 -4.894
32 C -0.247 2.965 -3.051
33 C -0.373 1.976 -2.093
34 N 0.607 1.135 -1.782
35 H 7.511 0.898 -3.675
36 H 7.109 -0.364 -1.687
37 H 6.822 -1.225 -3.216
38 H 5.252 -2.614 -1.535
39 H 2.861 -2.814 -0.968
40 H 4.496 1.391 -2.769
41 H 2.925 2.288 -3.930
42 H 0.466 4.957 -4.699
43 H 0.973 3.639 -5.768
44 H 2.691 5.245 -4.240
45 H -1.077 3.615 -3.276
46 H -1.307 1.866 -1.552
47 F -4.191 5.518 2.959
48 C -3.514 4.465 2.498
49 C -4.212 3.412 1.931
50 C -3.507 2.306 1.491
51 C -2.129 2.263 1.621
52 C -1.443 3.344 2.157
53 C -2.132 4.454 2.603
54 Sb -1.009 0.441 1.336
55 C -2.748 -0.787 1.042
56 C -3.252 -0.819 -0.253
57 C -4.456 -1.440 -0.530
58 C -5.167 -2.003 0.517
59 F -6.352 -2.567 0.265
60 C -4.677 -2.003 1.813
61 C -3.455 -1.402 2.065
62 C -0.649 0.294 3.453
63 C -1.702 0.452 4.347
64 C -1.464 0.467 5.708
65 C -0.162 0.338 6.165
66 F 0.076 0.368 7.477
67 C 0.906 0.211 5.293
68 C 0.650 0.203 3.932
69 H -5.287 3.461 1.858
70 H -4.045 1.474 1.057
71 H -0.362 3.309 2.241
72 H -1.621 5.296 3.042
73 H -2.709 -0.334 -1.058
74 H -4.861 -1.464 -1.530
75 H -5.256 -2.450 2.607
76 H -3.056 -1.411 3.071
77 H -2.705 0.601 3.972
78 H -2.263 0.609 6.416
79 H 1.910 0.154 5.687
80 H 1.476 0.161 3.230

Properties
Gap between HOMO and LUMO (eV): 6.5
LUMO level (eV): -6.615
Energy (eV): -75720.292
E_HOMO (eV): -13.2
Molar mass (g/mol): 814.7
Net charge: +2



# 4
# C32H64AlAsN7OPSSi3

A molecular structure, C32H64AlAsN7OPSSi3 (ωB97M-V with the def2-TZVPD basis set, OMol25).

Positions of all 111 atoms, in Å:
1 Al 1.223 -0.453 0.600
2 N 4.565 1.516 2.636
3 C 3.578 0.702 2.168
4 S 3.170 0.831 0.479
5 N 3.015 -0.092 3.026
6 N 2.003 -0.852 2.465
7 C 1.514 -1.740 3.248
8 C 0.560 -2.749 2.843
9 C 0.014 -3.582 3.825
10 C -0.871 -4.588 3.501
11 C -1.200 -4.784 2.158
12 C -0.657 -3.987 1.169
13 C 0.221 -2.944 1.489
14 O 0.708 -2.175 0.525
15 H 5.152 1.980 1.967
16 H 4.941 1.309 3.546
17 H 1.887 -1.763 4.271
18 H 0.294 -3.415 4.860
19 H -1.297 -5.217 4.271
20 H -1.890 -5.574 1.883
21 H -0.922 -4.139 0.130
22 N -0.158 0.650 0.657
23 P -1.256 1.503 1.281
24 N -2.306 0.636 2.256
25 C -3.221 1.223 3.226
26 C -4.679 0.903 2.909
27 C -4.884 -0.604 2.752
28 C -3.901 -1.172 1.732
29 C -2.469 -0.803 2.102
30 N -2.129 2.329 0.112
31 C -3.069 3.414 0.416
32 C -4.414 3.181 -0.259
33 C -4.256 3.190 -1.785
34 C -2.895 2.599 -2.193
35 C -2.383 1.621 -1.145
36 N -0.844 2.789 2.286
37 C -0.030 3.831 1.612
38 C 0.466 4.838 2.638
39 C 1.467 4.184 3.603
40 C 1.162 2.687 3.741
41 C -0.335 2.435 3.634
42 H -3.058 2.298 3.275
43 H -2.987 0.816 4.223
44 H -4.961 1.406 1.979
45 H -5.319 1.298 3.703
46 H -5.914 -0.818 2.459
47 H -4.715 -1.094 3.719
48 H -4.123 -0.767 0.737
49 H -3.990 -2.259 1.674
50 H -1.779 -1.138 1.337
51 H -2.204 -1.308 3.041
52 H -2.668 4.374 0.063
53 H -3.186 3.506 1.494
54 H -5.130 3.937 0.066
55 H -4.802 2.212 0.064
56 H -4.345 4.209 -2.167
57 H -5.066 2.614 -2.237
58 H -2.152 3.394 -2.305
59 H -2.975 2.099 -3.159
60 H -1.448 1.153 -1.447
61 H -3.118 0.809 -1.014
62 H -0.643 4.329 0.865
63 H 0.822 3.384 1.084
64 H -0.398 5.218 3.190
65 H 0.916 5.690 2.126
66 H 1.416 4.674 4.578
67 H 2.488 4.312 3.235
68 H 1.551 2.286 4.679
69 H 1.648 2.135 2.936
70 H -0.868 3.026 4.388
71 H -0.558 1.387 3.833
72 C 2.490 2.017 -3.383
73 Si 1.703 0.416 -3.939
74 C -0.078 0.700 -4.409
75 C 2.600 -0.237 -5.443
76 As 1.777 -1.015 -2.069
77 Si 0.334 -2.778 -2.666
78 C 0.226 -3.098 -4.516
79 C -1.363 -2.232 -2.105
80 C 0.956 -4.365 -1.906
81 Si 3.943 -1.939 -2.274
82 C 5.190 -0.560 -2.440
83 C 4.250 -2.920 -0.715
84 C 4.134 -3.064 -3.764
85 H 2.180 2.851 -4.019
86 H 3.580 1.951 -3.415
87 H 2.200 2.247 -2.354
88 H -0.148 1.513 -5.138
89 H -0.668 0.974 -3.534
90 H -0.524 -0.193 -4.851
91 H 2.342 0.396 -6.297
92 H 2.311 -1.262 -5.681
93 H 3.685 -0.209 -5.317
94 H -0.223 -2.263 -5.058
95 H -0.405 -3.979 -4.677
96 H 1.200 -3.306 -4.960
97 H -1.752 -1.494 -2.813
98 H -1.327 -1.765 -1.117
99 H -2.067 -3.069 -2.073
100 H 1.798 -4.735 -2.500
101 H 0.178 -5.134 -1.919
102 H 1.290 -4.226 -0.877
103 H 5.026 0.224 -1.700
104 H 5.142 -0.113 -3.437
105 H 6.198 -0.963 -2.300
106 H 3.873 -2.388 0.163
107 H 5.323 -3.082 -0.579
108 H 3.758 -3.894 -0.757
109 H 4.443 -2.496 -4.643
110 H 3.215 -3.597 -4.014
111 H 4.905 -3.812 -3.555

Properties
Gap between HOMO and LUMO (eV): 8.1
LUMO level (eV): 0.412
Energy (eV): -157904.213
Energy above the lowest of the compared OMol25 structures with the same formula, charge and spin (kJ/mol): 0.0
E_HOMO (eV): -7.7
Molar mass (g/mol): 812.1



# 5
# C34H40N4O8PReS3

A molecular structure, C34H40N4O8PReS3 at a distorted geometry (ωB97M-V with the def2-TZVPD basis set, OMol25).

Positions of all 91 atoms, in Å:
1 Re -0.418 -0.133 1.053
2 O -2.272 3.492 1.958
3 C -1.848 2.474 1.268
4 O -0.671 2.144 1.171
5 C -2.833 1.660 0.535
6 C -4.092 2.036 0.128
7 C -4.807 1.151 -0.677
8 C -4.214 -0.033 -1.075
9 C -2.941 -0.337 -0.617
10 N -2.287 0.481 0.206
11 C -2.091 -1.487 -1.090
12 O -2.436 -2.180 -2.025
13 O -0.970 -1.528 -0.459
14 H -1.564 3.737 2.592
15 H -4.490 2.996 0.424
16 H -5.803 1.407 -1.012
17 H -4.693 -0.732 -1.747
18 S 2.348 -1.256 0.047
19 C 1.567 -1.562 -1.365
20 N 1.562 -2.697 -2.045
21 C 0.804 -2.846 -3.282
22 C 0.896 -1.568 -4.072
23 N 0.426 -0.460 -3.226
24 C -0.324 0.603 -3.927
25 C 0.584 1.420 -4.807
26 C 1.430 2.377 -4.254
27 C 2.289 3.097 -5.068
28 C 2.307 2.870 -6.438
29 C 1.461 1.923 -6.995
30 C 0.603 1.199 -6.179
31 C 0.754 -0.416 -1.972
32 S 0.383 0.920 -0.959
33 C 2.220 -3.918 -1.550
34 C 3.490 -4.195 -2.311
35 C 3.517 -5.184 -3.288
36 C 4.674 -5.422 -4.019
37 C 5.811 -4.668 -3.774
38 C 5.791 -3.682 -2.795
39 C 4.638 -3.446 -2.065
40 H -0.236 -3.101 -3.051
41 H 1.261 -3.649 -3.857
42 H 0.255 -1.607 -4.949
43 H 1.917 -1.362 -4.398
44 H -0.813 1.206 -3.166
45 H -1.082 0.093 -4.523
46 H 1.415 2.563 -3.186
47 H 2.944 3.841 -4.635
48 H 2.977 3.435 -7.071
49 H 1.465 1.750 -8.063
50 H -0.066 0.467 -6.617
51 H 1.507 -4.733 -1.689
52 H 2.395 -3.788 -0.484
53 H 2.634 -5.788 -3.465
54 H 4.687 -6.200 -4.770
55 H 6.715 -4.855 -4.337
56 H 6.683 -3.103 -2.595
57 H 4.629 -2.685 -1.294
58 S 0.435 -4.305 3.031
59 C 0.144 -2.918 2.347
60 N -0.075 -1.876 1.825
61 C -4.190 -0.005 3.020
62 C -3.011 -0.079 3.968
63 C -2.698 -1.518 4.337
64 C -3.246 0.799 5.184
65 O -1.848 0.457 3.194
66 P -0.430 0.821 3.906
67 O -0.147 0.113 5.149
68 O 0.494 0.540 2.674
69 O -0.555 2.401 4.025
70 C 0.353 3.304 4.774
71 C 1.681 3.315 4.036
72 C -0.347 4.649 4.689
73 C 0.511 2.874 6.221
74 H -5.057 -0.456 3.501
75 H -3.991 -0.561 2.102
76 H -4.438 1.029 2.780
77 H -3.558 -1.951 4.848
78 H -1.832 -1.576 4.994
79 H -2.498 -2.107 3.440
80 H -4.115 0.418 5.723
81 H -3.450 1.830 4.889
82 H -2.395 0.780 5.862
83 H 1.536 3.555 2.982
84 H 2.175 2.345 4.099
85 H 2.338 4.064 4.479
86 H -0.353 5.034 3.664
87 H 0.179 5.382 5.300
88 H -1.371 4.573 5.054
89 H 0.922 1.873 6.311
90 H -0.445 2.897 6.744
91 H 1.189 3.577 6.705

Properties
Gap between HOMO and LUMO (spin up / spin down) (eV): 6.7 / 6.1
Multiplicity: 2
Expectation value of S²: 0.7577
LUMO level (spin up / spin down) (eV): -3.757 / -4.342
Energy (eV): -102172.329
Energy above the lowest of the compared OMol25 structures with the same formula, charge and spin (kJ/mol): 168.3
E_HOMO (spin up / spin down) (eV): -10.4 / -10.4
Molar mass (g/mol): 946.1
Net charge: +1



# 6
# C3H9BI2NO5P

A molecular structure, C3H9BI2NO5P at a distorted geometry (ωB97M-V with the def2-TZVPD basis set, OMol25).

Positions of all 22 atoms, in Å:
1 C -2.138 -0.425 2.383
2 C -2.049 -1.056 0.989
3 I -1.437 -3.130 1.067
4 C -1.034 -0.275 0.108
5 I -2.113 1.459 -0.602
6 O -0.585 -1.105 -0.944
7 P 0.681 -0.564 -1.745
8 O 0.354 0.522 -2.633
9 O 1.148 -1.821 -2.575
10 O 1.872 -0.276 -0.744
11 B 2.015 1.073 -0.307
12 N 2.307 2.194 -1.149
13 O 1.890 1.263 1.057
14 H -1.897 -1.172 3.127
15 H -3.166 -0.140 2.582
16 H -1.541 0.475 2.488
17 H -3.010 -0.952 0.508
18 H -0.231 0.022 0.776
19 H 2.078 -1.998 -2.359
20 H 1.415 2.643 -1.362
21 H 2.648 1.898 -2.059
22 H 2.796 1.364 1.393

Properties
Gap between HOMO and LUMO (eV): 9.5
LUMO level (eV): 0.081
Energy (eV): -41156.941
E_HOMO (eV): -9.4
Molar mass (g/mol): 434.7